[1]
Formula: C61H118F24N10O18S8
Source: the OMol25 dataset
Level of theory: the ωB97M-V functional and the def2-TZVPD basis

LUMO = -8.7 eV
Charge = +2
HOMO energy = -10.38 eV
Frontier orbital gap = 1.7 eV

Element x y z (Å)
C  1.4935  3.1988  -5.6661
C  0.5995  2.2520  -6.6250
C  1.3893  1.5688  -7.6874
C  2.4163  0.4944  -7.1707
C  1.5473  -0.6311  -6.5274
C  0.5559  -0.1521  -5.3921
N  -0.1495  1.1002  -5.8993
O  -1.2573  1.5022  -5.0852
C  1.2638  0.1435  -4.0816
C  -0.5291  -1.2263  -5.2154
C  -0.3916  3.1589  -7.3712
H  1.9793  3.9565  -6.2810
H  2.1188  2.6939  -4.9297
H  0.7282  3.6514  -5.0357
H  1.9652  2.3314  -8.2117
H  0.6792  1.1053  -8.3723
H  3.1175  1.0424  -6.5414
H  2.9239  0.0284  -8.0152
H  2.2171  -1.3702  -6.0877
H  1.0766  -1.1725  -7.3480
H  2.1113  0.7808  -4.3342
H  1.6975  -0.7743  -3.6845
H  0.6647  0.7794  -3.4297
H  -0.2890  -2.1585  -4.7042
H  -0.9281  -1.4160  -6.2118
H  -1.3892  -0.9133  -4.6235
H  0.1275  3.9022  -7.9763
H  -1.0246  3.7879  -6.7453
H  -1.1678  2.6421  -7.9355
C  -1.3029  -5.1927  7.4399
C  -0.8902  -3.7791  6.9438
C  -2.1041  -3.2645  6.1478
N  -1.6902  -2.2035  5.1147
C  -2.9857  -1.5301  4.6306
C  -2.6188  -0.3080  3.6544
C  -1.6248  0.7562  4.2524
C  -0.3861  -0.0110  4.7197
C  -0.7588  -1.1158  5.7167
C  -1.0381  -2.8997  3.8838
H  -2.3856  -5.3177  7.4239
H  -0.9925  -5.4563  8.4510
H  -0.9373  -5.9072  6.7024
H  -0.0337  -3.9606  6.2946
H  -0.5502  -3.0463  7.6755
H  -2.8610  -2.8808  6.8319
H  -2.6324  -3.9871  5.5258
H  -3.5061  -1.0765  5.4742
H  -3.6170  -2.2669  4.1339
H  -3.5369  0.1992  3.3581
H  -2.2286  -0.6637  2.7007
H  -2.0895  1.2604  5.0997
H  -1.3515  1.4435  3.4517
H  0.2221  0.6931  5.2875
H  0.1662  -0.4009  3.8647
H  -1.2039  -0.8119  6.6642
H  0.1924  -1.5729  5.9893
H  -1.6421  -3.6393  3.3582
H  -0.0875  -3.3052  4.2302
H  -0.8798  -2.0575  3.2102
C  -6.1129  -2.9797  2.2708
C  -5.5551  -2.8465  0.8820
C  -5.0822  -1.4438  0.4912
N  -5.1915  -1.0373  -0.9423
C  -4.3576  0.3061  -1.0569
C  -4.4321  0.8273  -2.4496
C  -3.8758  -0.2186  -3.4849
C  -4.5021  -1.5554  -3.3489
C  -4.6077  -2.0439  -1.8954
C  -6.7230  -0.6616  -1.2768
H  -5.3702  -2.5558  2.9467
H  -6.3740  -4.0190  2.4700
H  -6.9825  -2.3766  2.5317
H  -6.2590  -3.2486  0.1534
H  -4.6740  -3.4848  0.8173
H  -4.0690  -1.4037  0.8910
H  -5.6161  -0.6606  1.0295
H  -3.3319  0.0290  -0.8134
H  -4.6466  1.0080  -0.2747
H  -4.0043  1.8299  -2.4424
H  -5.4769  0.9782  -2.7210
H  -2.8309  -0.4106  -3.2411
H  -3.9731  0.0898  -4.5258
H  -3.8771  -2.2458  -3.9152
H  -5.5206  -1.5247  -3.7360
H  -3.5934  -2.2261  -1.5405
H  -5.2107  -2.9474  -1.8048
H  -7.1622  0.0607  -0.5888
H  -7.3284  -1.5298  -1.0165
H  -6.8960  -0.5239  -2.3442
C  4.7334  9.4074  -6.1684
C  3.9020  9.1414  -4.8740
C  3.3449  7.7669  -4.7938
N  2.2963  7.5372  -3.6758
C  3.0081  7.3553  -2.2753
C  2.0482  6.8066  -1.1319
C  1.1886  5.6644  -1.6195
C  0.4647  5.8937  -2.9348
C  1.4290  6.3062  -4.0639
C  1.2845  8.7749  -3.4641
H  4.0383  9.2539  -6.9939
H  5.5369  8.6784  -6.2734
H  5.1047  10.4126  -6.3677
H  3.0970  9.8758  -4.8468
H  4.5908  9.2842  -4.0414
H  4.1878  7.0871  -4.6691
H  2.8770  7.6010  -5.7642
H  3.7265  6.5626  -2.4840
H  3.6184  8.2367  -2.0785
H  2.6276  6.4712  -0.2717
H  1.4521  7.6676  -0.8297
H  1.8831  4.8243  -1.6189
H  0.5108  5.3539  -0.8244
H  0.1874  4.8683  -3.1792
H  -0.4698  6.4234  -2.7500
H  2.1088  5.4796  -4.2704
H  0.9683  6.4857  -5.0353
H  0.4530  8.3880  -2.8751
H  0.9273  9.0447  -4.4579
H  1.7055  9.5703  -2.8491
C  1.3193  -5.9608  3.0760
C  2.3555  -5.0296  3.5485
C  3.3486  -4.6159  2.4048
N  4.4338  -3.6511  2.8781
C  5.3645  -3.4152  1.6361
C  6.5889  -2.5890  1.9652
C  7.2464  -3.0664  3.2706
C  6.3364  -3.1964  4.4650
C  5.2072  -4.1298  4.1168
C  3.7168  -2.2682  3.1660
H  0.7477  -6.4340  3.8744
H  1.7526  -6.7869  2.5121
H  0.7008  -5.3830  2.3892
H  3.0046  -5.5456  4.2560
H  1.9880  -4.2349  4.1977
H  2.7869  -4.1560  1.5917
H  3.8375  -5.5091  2.0158
H  5.7635  -4.3901  1.3561
H  4.8058  -3.1002  0.7547
H  7.3296  -2.6007  1.1656
H  6.3186  -1.5370  2.0566
H  7.7444  -4.0357  3.2450
H  8.0902  -2.4122  3.4901
H  6.8949  -3.6090  5.3052
H  5.8228  -2.2676  4.7133
H  5.5961  -5.1330  3.9424
H  4.5868  -4.2595  5.0036
H  4.4265  -1.4775  3.4093
H  2.9523  -2.2568  3.9429
H  3.3834  -1.9886  2.1667
C  -4.8797  2.5697  3.6741
C  -5.2826  4.0652  3.6450
N  -4.1105  5.0482  3.4923
C  -4.7498  6.3521  3.1266
C  -3.3793  5.1810  4.8826
C  -4.2342  5.4654  6.1549
C  -3.0798  4.6310  2.4167
C  -3.6352  4.3854  1.0274
O  -3.8327  5.5943  0.3830
C  -4.2796  5.3647  -0.9334
H  -4.4863  2.3623  2.6790
H  -5.8077  2.0011  3.7332
H  -4.2145  2.3177  4.5001
H  -5.8447  4.3372  4.5384
H  -5.9061  4.2663  2.7738
H  -5.5409  6.6603  3.8102
H  -5.0874  6.2908  2.0921
H  -3.9519  7.0912  3.0557
H  -2.6180  5.9597  4.8354
H  -2.7877  4.2833  5.0622
H  -3.4951  5.8029  6.8816
H  -4.8213  4.6693  6.6128
H  -4.9387  6.2964  6.1200
H  -2.5665  3.7450  2.7904
H  -2.4219  5.4985  2.3653
H  -4.5221  3.7526  0.9955
H  -2.9264  3.8474  0.3979
H  -5.2916  4.9597  -0.9291
H  -3.6850  4.6675  -1.5238
H  -4.3443  6.2501  -1.5657
C  2.5695  -5.9117  -1.2446
F  2.9580  -4.6838  -0.8680
F  1.5736  -6.4392  -0.4939
F  2.1195  -5.8515  -2.4906
S  4.1394  -7.1757  -1.2564
O  3.6083  -8.4797  -1.1078
O  4.8481  -6.9599  -2.5310
N  4.9822  -6.6652  0.1702
S  6.3643  -7.1475  -0.1365
O  6.4436  -8.5589  -0.5838
O  7.2869  -6.2450  -0.8368
C  7.1308  -7.1772  1.5330
F  6.1901  -7.1577  2.5833
F  7.8113  -8.3557  1.6622
F  8.0153  -6.1339  1.5979
C  -4.4374  -7.0741  5.1142
F  -3.8602  -7.1123  6.3406
F  -5.3740  -7.9733  5.0777
F  -4.8311  -5.7999  5.0107
S  -3.0228  -7.5086  3.7459
O  -2.0437  -6.4307  4.0136
O  -2.5324  -8.8623  4.0318
N  -3.8897  -7.4476  2.2917
S  -3.1816  -6.3224  1.5453
O  -3.4533  -5.0339  2.2043
O  -1.7961  -6.5621  1.2223
C  -4.2125  -6.2243  -0.1483
F  -4.2340  -7.3845  -0.7702
F  -5.4325  -5.7754  0.0228
F  -3.5991  -5.4098  -1.0198
C  6.3178  1.8578  -6.3155
F  6.0155  0.5478  -6.1668
F  7.5604  2.0384  -6.8298
F  5.4087  2.3701  -7.2292
S  6.1845  2.7991  -4.5280
O  7.5762  2.9703  -4.1079
O  5.5020  4.0662  -4.6753
N  5.2382  1.6673  -3.5100
S  4.8540  2.5640  -2.4131
O  5.9268  3.3219  -1.7022
O  3.6098  3.2953  -2.7437
C  4.3136  1.1928  -1.0274
F  3.8528  0.0851  -1.5304
F  5.2798  0.8424  -0.2778
F  3.4155  1.7535  -0.2330
C  -0.4118  -3.0773  -1.5888
F  0.6280  -2.4326  -2.1194
F  -1.4480  -2.8515  -2.4079
F  -0.2055  -4.3924  -1.5958
S  -0.7289  -2.4643  0.1919
O  -1.8319  -3.3165  0.7181
O  0.5342  -2.6414  0.9127
N  -1.2272  -0.8355  -0.0056
S  0.0459  0.0216  0.2698
O  0.6392  -0.0565  1.6662
O  1.0397  -0.1120  -0.7903
C  -0.7323  1.8169  -0.0351
F  -1.2030  2.2849  1.0664
F  0.2804  2.6462  -0.3358
F  -1.6883  1.8146  -0.9700

---

[2]
Formula: C7H14CrOPS
Source: the OMol25 dataset
Level of theory: the ωB97M-V functional and the def2-TZVPD basis

Relative energy (zero: lowest compared OMol25 entry of this formula, charge and spin) = 323.8 kJ/mol
LUMO (alpha / beta) = -1.3 / -1.5 eV
⟨S²⟩ = 3.82
Spin multiplicity = 4
Charge = 0
HOMO energy (alpha / beta) = -5.83 / -5.83 eV
Frontier orbital gap (alpha / beta) = 4.6 / 4.3 eV

Element x y z (Å)
C  -0.5097  0.8141  -1.5526
C  -1.2290  2.0389  -1.7315
C  -0.3098  3.0843  -1.4561
C  0.9806  2.5634  -1.2402
C  0.8651  1.1472  -1.2109
Cr  1.2550  -0.9371  1.1590
P  0.3525  -3.3320  0.8107
H  -0.8847  -0.1903  -1.6945
H  -2.2829  2.1664  -1.9496
H  -0.5402  4.1432  -1.5567
H  1.6856  0.4380  -1.0931
H  1.8725  3.1440  -1.0523
H  1.2356  -4.2332  0.1345
H  -0.8276  -3.5799  0.0420
H  0.0780  -4.1256  1.9707
C  0.5975  1.8694  2.7232
S  -0.4014  0.4971  2.1227
C  -0.3909  -0.5871  3.5247
O  -1.7802  0.9944  1.9105
H  1.5434  1.4943  3.1419
H  0.0142  2.4043  3.4882
H  0.8069  2.5215  1.8644
H  -0.2249  0.0038  4.4353
H  -1.3697  -1.0735  3.5497
H  0.4165  -1.3366  3.4301